{
  "formula": "CBrNO3",
  "method": "ωB97M-V/def2-TZVPD",
  "orbital_gap_ev": [8.00, 6.86],
  "symbols": ["C", "N", "O", "O", "O", "Br"],
  "xyz": [[0.3275, -0.7233, 0.3316], [-0.1857, 0.5616, -0.0310], [0.0763, -1.8387, 0.4298], [-0.1707, 1.4713, 0.7301], [-0.5922, 0.4705, -1.1734], [3.0180, 0.1974, -0.3581]],
  "forces_ev_per_angstrom": [[3.2, -1.4, -0.2], [-1.6, 0.1, -0.9], [-0.5, 0.8, 0.3], [0.2, 0.4, 0.4], [0.1, 0.5, 0.0], [-1.4, -0.5, 0.4]]
}

---

{
  "formula": "CBrNO3",
  "method": "ωB97M-V/def2-TZVPD",
  "orbital_gap_ev": 10.21,
  "symbols": ["C", "N", "O", "O", "O", "Br"],
  "xyz": [[0.4840, -0.6078, 0.0552], [-0.6684, 0.5331, 0.0051], [-1.7532, 0.0468, -0.2030], [0.0782, -1.6839, 0.0696], [-0.4206, 1.7346, 0.1232], [2.2799, -0.0228, -0.0501]],
  "forces_ev_per_angstrom": [[0.1, 1.5, -0.3], [-0.5, 1.7, -0.2], [0.6, 0.3, 0.2], [0.0, -1.4, 0.2], [0.3, -2.1, 0.0], [-0.5, 0.2, 0.1]]
}

---

{
  "formula": "CCl2FNO2",
  "method": "ωB97M-V/def2-TZVPD",
  "orbital_gap_ev": 11.42,
  "symbols": ["C", "N", "O", "O", "F", "Cl", "Cl"],
  "xyz": [[0.4106, -0.5310, -0.0334], [-0.7108, 0.7051, 0.1725], [-1.8257, 0.4023, 0.0346], [-0.1788, 1.7115, 0.4612], [-0.1650, -1.7085, 0.3531], [1.8479, -0.0453, 0.8173], [0.6219, -0.5340, -1.8052]],
  "forces_ev_per_angstrom": [[-1.3, 0.1, -0.8], [3.3, -2.6, 0.5], [-2.6, -0.4, -0.4], [0.0, 2.3, 0.3], [1.0, 1.7, -0.2], [-0.4, -0.8, -0.1], [0.1, -0.2, 0.7]]
}

---

Listing electronic energy for the structures above in their given order: -78705.7405, -78708.3442, -34380.6893 eV.
Listing energy relative to the best compared isomer or geometry (same formula, charge and spin) for the structures above in their given order: 439.2, 188.0, 2.6 kJ/mol.